# 1
Below is one molecule with the formula C21H30ClN3O2, with properties calculated with the ωB97M-V functional and the def2-TZVPD basis.

Results
**Relative energy (zero: lowest compared OMol25 entry of this formula, charge and spin)**: 4.30 kcal/mol
**SMILES**: Cc1ccc(CC(=O)NCC(C)(C)NC(=O)[C@H]2CCN3CC[C@H]2C3)c(Cl)c1
**Kohn-Sham gap**: 9.182 eV

```
! RIJCOSX wB97M-V def2-TZVPD def2/J DEFGRID3
* xyz 0 1
C -1.30858 4.12164 0.35236
C -0.94315 3.07160 1.36489
C -1.89204 2.19807 1.88014
C -1.53270 1.22035 2.79306
C -0.22081 1.07075 3.23080
C 0.14483 -0.02827 4.18480
C 0.70933 -1.30796 3.56902
O 0.97346 -2.26634 4.27694
N 0.90167 -1.30368 2.23310
C 1.46221 -2.45903 1.57359
C 2.29348 -2.13272 0.32676
C 3.37601 -1.09949 0.63469
C 2.94438 -3.43454 -0.13442
N 1.46059 -1.68772 -0.81107
C 0.78143 -0.52412 -0.93556
O 0.73210 0.32048 -0.05030
C 0.12007 -0.29543 -2.29515
C -0.76872 -1.45618 -2.78311
C -2.16802 -1.41163 -2.15627
N -2.77906 -0.08034 -2.17291
C -2.73688 0.51425 -3.51881
C -1.36307 1.23726 -3.65251
C -0.69371 1.00514 -2.28711
C -1.92703 0.82393 -1.39473
C 0.71222 1.96542 2.71378
Cl 2.38199 1.85250 3.20600
C 0.36915 2.94696 1.80305
H -2.36123 4.05331 0.07964
H -1.12656 5.12496 0.74124
H -0.71361 4.00928 -0.55619
H -2.92323 2.27511 1.55612
H -2.28665 0.54315 3.17796
H 0.88693 0.30654 4.91069
H -0.73327 -0.33523 4.75336
H 0.69170 -0.48788 1.67043
H 2.10960 -2.96523 2.29177
H 0.67727 -3.17376 1.30043
H 4.00369 -1.46386 1.44943
H 4.00264 -0.94643 -0.24574
H 2.95144 -0.14405 0.93097
H 3.60413 -3.81930 0.64140
H 2.18983 -4.19611 -0.34701
H 3.53901 -3.26532 -1.03401
H 1.43545 -2.30944 -1.60142
H 0.95030 -0.18343 -3.00301
H -0.86066 -1.37677 -3.86870
H -0.31924 -2.43318 -2.59155
H -2.82526 -2.10858 -2.68042
H -2.12531 -1.73378 -1.11229
H -2.89212 -0.25552 -4.27553
H -3.55391 1.23118 -3.60926
H -0.76640 0.85548 -4.48323
H -1.50823 2.30485 -3.82145
H -0.06234 1.83528 -1.97501
H -2.44406 1.77870 -1.26015
H -1.70867 0.41374 -0.41140
H 1.13965 3.60542 1.42191
*
```


# 2
Below is C21H30CuN4OS as an isolated structure, with properties calculated with the ωB97M-V functional and the def2-TZVPD basis.

Results
**Relative energy (zero: lowest compared OMol25 entry of this formula, charge and spin)**: 0.36 kcal/mol
**Kohn-Sham gap**: 6.272 eV

```
! RIJCOSX wB97M-V def2-TZVPD def2/J DEFGRID3
* xyz -1 1
Cu -0.10442 1.51852 0.72896
C 4.21592 -0.31370 -1.94826
C 3.10345 -0.02065 -2.94816
N 1.86902 -0.73064 -2.65920
C 1.72857 -2.09598 -3.14608
C 1.94009 -3.15284 -2.06612
C 0.90175 -0.21206 -1.85571
S 1.14558 1.33037 -1.13810
N -0.22276 -0.91742 -1.79282
C -0.92970 -1.13774 -0.68950
O -0.49157 -1.17283 0.47534
C -2.38514 -1.46235 -0.90712
C -3.18705 -1.71467 0.19976
C -4.53570 -1.99269 0.03883
C -5.09311 -2.02172 -1.23289
C -4.29641 -1.76656 -2.34144
C -2.94764 -1.48611 -2.17831
H 5.09737 0.29202 -2.16963
H 4.51071 -1.36516 -1.98113
H 3.86982 -0.07644 -0.94173
H 3.41399 -0.30078 -3.95905
H 2.88469 1.04470 -2.94908
H 2.46061 -2.22843 -3.94563
H 0.73230 -2.21211 -3.57513
H 2.93726 -3.07030 -1.63066
H 1.82890 -4.15385 -2.48976
H 1.20388 -3.03087 -1.27238
H -2.72911 -1.66776 1.17894
H -5.15743 -2.17582 0.90676
H -6.14812 -2.23384 -1.35947
H -4.72992 -1.77986 -3.33433
H -2.31243 -1.27285 -3.02766
C -3.63183 3.41966 2.55321
C -2.66656 2.92672 1.46712
C -3.41533 2.00874 0.50510
C -1.42511 2.23718 2.04359
H -4.50083 3.94347 2.13657
H -3.12451 4.09706 3.24491
H -3.99886 2.56797 3.13607
H -2.34037 3.80661 0.89665
H -3.72105 1.09366 1.02293
H -2.76988 1.71143 -0.32436
H -4.31643 2.48170 0.09884
H -1.76669 1.38354 2.65599
H -0.95967 2.93230 2.76195
N 2.22943 -1.16180 1.15606
C 2.67841 -0.12803 1.90908
C 3.99068 -0.09268 2.42281
C 4.37899 0.99509 3.16997
C 3.48049 2.03461 3.39995
C 2.21831 1.91608 2.84410
N 1.81824 0.87523 2.12082
H 2.75386 -2.01608 1.13718
H 1.23561 -1.17718 0.90164
H 4.67514 -0.90872 2.22386
H 5.38429 1.03873 3.57351
H 3.75146 2.90377 3.98255
H 1.46882 2.69137 2.97064
*
```


# 3
Below is one molecule with the formula C21H30F2N2O3, with properties calculated with the ωB97M-V functional and the def2-TZVPD basis.

Results
**SMILES**: COc1cc(C(=O)NCC2(N3CCCCC3)CCCCC2)ccc1OC(F)F
**Kohn-Sham gap**: 8.733 eV

```
! RIJCOSX wB97M-V def2-TZVPD def2/J DEFGRID3
* xyz 0 1
C -5.11386 -0.23628 2.66269
O -3.87261 -0.27857 1.99172
C -3.75637 0.05572 0.68564
C -2.44434 -0.00527 0.20341
C -2.12705 0.32494 -1.10177
C -0.72251 0.28034 -1.61787
O -0.30336 1.09086 -2.42265
N 0.02202 -0.73234 -1.12630
C 1.40956 -0.92586 -1.46629
C 2.39259 -0.65395 -0.29359
N 2.40980 0.74827 0.13755
C 1.34595 1.24412 0.99466
C 1.83527 2.49577 1.72585
C 2.19191 3.58246 0.72053
C 3.20168 3.01572 -0.26851
C 2.64911 1.74000 -0.90211
C 3.82888 -0.99019 -0.76089
C 4.11876 -2.47695 -0.95080
C 3.79892 -3.26702 0.30935
C 2.34248 -3.03815 0.68405
C 2.06883 -1.55382 0.91490
C -3.13334 0.76195 -1.95802
C -4.43437 0.81813 -1.50825
C -4.75726 0.45548 -0.20632
O -6.11394 0.54742 0.20450
C -6.96122 -0.35003 -0.29956
F -6.57017 -1.63114 -0.05743
F -7.09860 -0.28773 -1.64726
H -5.79243 -1.01278 2.30067
H -4.87553 -0.43225 3.70775
H -5.58907 0.74268 2.57274
H -1.68737 -0.29379 0.91688
H -0.40272 -1.39067 -0.49442
H 1.62645 -0.23780 -2.28539
H 1.54556 -1.94866 -1.82536
H 1.07487 0.50047 1.74098
H 0.44216 1.50740 0.41972
H 1.05697 2.84285 2.40844
H 2.71906 2.23690 2.31159
H 2.59970 4.45805 1.22979
H 1.29176 3.88997 0.18308
H 3.42152 3.74306 -1.05182
H 4.13035 2.77805 0.25364
H 3.37738 1.36449 -1.61840
H 1.72354 1.98517 -1.44786
H 4.50761 -0.58643 -0.00768
H 4.03999 -0.48731 -1.70431
H 3.53548 -2.87188 -1.78513
H 5.17352 -2.59487 -1.20861
H 3.98631 -4.33035 0.14729
H 4.44190 -2.93086 1.12534
H 1.69754 -3.42555 -0.10754
H 2.10077 -3.58392 1.59920
H 1.02223 -1.44445 1.20263
H 2.68440 -1.21107 1.74907
H -2.88047 1.05205 -2.96494
H -5.22327 1.14760 -2.16599
H -7.95497 -0.20002 0.15137
*
```


# 4
Below is C21H30F5O4P3PtS as an isolated structure, with properties calculated with the ωB97M-V functional and the def2-TZVPD basis.

Results
**Kohn-Sham gap (spin up / spin down)**: 5.764 / 5.766 eV

```
! RIJCOSX wB97M-V def2-TZVPD def2/J DEFGRID3
* xyz 0 1
Pt 0.45340 -0.31200 -0.18850
C -0.04380 1.03900 3.73550
P 0.01790 -0.21580 2.39500
C 0.76400 -1.59900 3.38820
C -1.75460 -0.74590 2.40490
C -2.00840 -1.90320 1.44910
P -1.58340 -1.47660 -0.29180
C -1.84370 -3.09260 -1.14140
C -3.06390 -0.54440 -0.81700
H -0.68180 0.66250 4.53540
H -0.45130 1.96910 3.35120
H 0.96020 1.20960 4.11970
H 0.32030 -1.66630 4.38010
H 1.83200 -1.40990 3.48230
H 0.63280 -2.54660 2.86500
H -2.34540 0.12850 2.12980
H -2.02590 -1.04740 3.42080
H -3.05620 -2.21640 1.48540
H -1.38990 -2.76200 1.72860
H -2.83080 -3.49050 -0.90580
H -1.08180 -3.80410 -0.82740
H -1.75470 -2.94910 -2.21780
H -3.97160 -1.10140 -0.58070
H -3.01750 -0.35300 -1.88900
H -3.06710 0.41020 -0.29350
F 0.07530 6.58050 -1.33860
C -0.13220 5.38480 -0.75500
C -1.33830 5.10500 -0.11550
F -2.30360 6.03940 -0.08630
C -1.55120 3.88050 0.48570
F -2.71980 3.65780 1.13040
C -0.61300 2.81060 0.44760
O -0.85140 1.66220 0.92830
C 0.59880 3.17270 -0.19920
F 1.58230 2.22850 -0.28890
C 0.84430 4.39900 -0.77900
F 2.03000 4.63060 -1.37240
S -0.40920 1.00060 -2.22110
C -0.21870 0.27540 -3.79150
C -1.20940 0.46700 -4.75730
C -0.99440 0.06550 -6.06020
C 0.21360 -0.51040 -6.42470
C 1.17240 -0.76230 -5.45580
C 0.95290 -0.39620 -4.14320
H -2.13520 0.94570 -4.47420
H -1.76610 0.21450 -6.80130
H 0.40780 -0.75750 -7.45690
H 2.10310 -1.23760 -5.72830
H 1.68750 -0.60610 -3.38000
C 3.71020 0.59880 -1.95630
O 3.88830 0.33470 -0.57800
P 2.74650 -0.41240 0.25770
O 3.34690 -1.90170 0.32490
C 2.52900 -3.04750 0.26580
O 3.20460 0.07130 1.71390
C 3.21560 1.46000 2.01170
H 4.47820 1.31620 -2.24240
H 2.72120 1.02960 -2.13240
H 3.82530 -0.32010 -2.53720
H 2.92660 -3.70370 -0.50980
H 1.48900 -2.76690 0.03160
H 2.55500 -3.57050 1.22310
H 3.68040 1.56710 2.99000
H 2.20400 1.86410 2.03890
H 3.79720 2.00020 1.26650
*
```


# 5
Below is a 3-piece molecular cluster, C21H30F6NO13P2 overall, with properties calculated with the ωB97M-V functional and the def2-TZVPD basis.

Results
**Kohn-Sham gap**: 4.279 eV

```
! RIJCOSX wB97M-V def2-TZVPD def2/J DEFGRID3
* xyz -1 1
C -1.43944 -3.37998 -1.52175
C -1.64785 -2.22776 -2.56059
C -2.91622 -1.92799 -3.22400
C -2.96293 -0.81028 -4.16616
C -1.80252 0.04703 -4.46070
C -0.54330 -0.22616 -3.77705
C 0.77262 0.60575 -3.93691
N 0.60097 1.89052 -4.63434
C 0.85295 3.05527 -3.75769
C 2.36998 3.23671 -3.34315
O 2.79291 4.41544 -3.33458
O 3.15909 2.26168 -3.01634
C -0.16558 3.08193 -2.55170
O -1.27114 2.64852 -2.75462
C 0.14069 3.67524 -1.11817
F -1.04682 4.17120 -0.58684
F 0.98845 4.77246 -1.15812
C 0.78277 2.66510 -0.09782
F 0.82080 3.32913 1.13805
F 2.06416 2.31652 -0.38860
C -0.02926 1.32183 0.15503
F -1.35425 1.38460 -0.12361
F 0.63925 0.29471 -0.48756
C 0.07284 1.03253 1.74322
O -0.84687 1.37925 2.43086
O 1.16752 0.41286 2.32651
C -0.51450 -1.36894 -2.86443
H -0.32788 -3.43514 -1.33761
H -1.75119 -4.37656 -1.91947
H -1.89697 -3.12595 -0.52947
H -3.81256 -2.55259 -2.98944
H -3.95865 -0.62172 -4.64441
H -1.87795 0.89112 -5.18146
H 1.24591 0.68117 -2.92567
H 1.47881 -0.01212 -4.56680
H 1.15122 1.95106 -5.48508
H 0.59335 3.95699 -4.38665
H 1.19224 0.78952 3.22941
H 0.44836 -1.58342 -2.33304
C -5.45988 0.75542 5.96100
O -4.41702 -0.05309 5.40104
P -4.95909 -1.46113 4.59292
O -3.78385 -2.29757 5.03226
O -4.70599 -0.79496 3.12975
C -3.55354 0.01279 2.90032
O -5.78204 -2.74582 3.83580
C -6.96184 -3.18246 4.51721
H -5.00602 1.61666 6.44874
H -6.13288 1.10436 5.17260
H -6.02136 0.18264 6.70150
H -2.69480 -0.31905 3.48234
H -3.77604 1.05608 3.13431
H -3.29940 -0.05438 1.84299
H -7.69108 -2.37102 4.57121
H -6.71067 -3.52172 5.52665
H -7.39643 -4.01189 3.96140
C 3.38595 -1.27423 0.27863
O 4.60399 -1.94317 -0.08612
P 5.93789 -0.89830 -0.29757
O 6.53478 -1.70253 -1.42361
O 6.58197 -1.32876 1.14347
C 6.53663 -2.68316 1.56211
O 7.06214 0.36881 -0.39763
C 6.52532 1.60199 -0.91021
H 2.59753 -2.01842 0.38405
H 3.51422 -0.74861 1.22849
H 3.10525 -0.56459 -0.50078
H 6.60420 -3.37568 0.72282
H 5.61710 -2.87201 2.12290
H 7.38561 -2.85848 2.22407
H 5.73538 1.97254 -0.25543
H 6.12814 1.45208 -1.91696
H 7.32684 2.33809 -0.94949
*
```


# 6
Below is a 3-piece molecular cluster, C21H30F9N2O6S overall, with properties calculated with the ωB97M-V functional and the def2-TZVPD basis.

Results
**Kohn-Sham gap**: 7.312 eV

```
! RIJCOSX wB97M-V def2-TZVPD def2/J DEFGRID3
* xyz -1 1
O -2.70254 0.47107 1.40415
C -1.76894 0.02760 0.64001
O -0.94732 -1.05034 0.96652
C -1.54916 0.71687 -0.82190
S -1.73786 -0.68806 -2.05400
N -0.23882 1.44201 -0.92990
C -0.32843 2.84598 -0.44749
C -0.34962 2.98324 1.16415
C 0.41672 4.29356 1.65399
F -0.16026 4.72437 2.91118
F 0.15900 5.39032 0.74526
C 1.99497 4.09582 1.93450
F 2.37816 5.22601 2.75443
F 2.79278 4.23555 0.74158
C 2.36723 2.78952 2.79239
F 3.48867 3.16750 3.62117
F 1.34583 2.41601 3.72978
C 2.86758 1.52566 1.93409
F 2.30696 1.42196 0.64858
F 2.43091 0.35811 2.64881
F 4.29735 1.40998 1.90274
C 0.13440 1.41445 -2.38116
C 1.33685 0.60326 -2.90219
C 1.79797 0.49704 -4.39335
C 0.88405 1.38435 -5.33508
C -0.24724 2.16046 -4.63234
N -0.65137 2.19608 -3.27351
H -2.41491 1.45423 -1.03983
H -0.81806 -1.63562 -1.63048
H -1.31297 3.31859 -0.83363
H 0.51846 3.46440 -0.89703
H -1.46194 3.13535 1.44943
H -0.02964 2.01184 1.67121
H 1.94936 0.01967 -2.12057
H 2.67078 -0.12995 -4.76183
H 1.07190 1.44684 -6.46859
H -0.87441 2.82790 -5.33904
C -3.23863 0.22615 6.95022
O -3.84055 1.00923 5.93103
C -3.64780 0.44677 4.62877
C -4.89906 -0.27809 4.14785
O -5.16282 -1.44128 4.93683
C -6.19196 -1.22516 5.88948
H -3.61998 0.56914 7.91436
H -3.47279 -0.83558 6.84057
H -2.15302 0.36661 6.93216
H -2.77959 -0.22020 4.61644
H -3.44098 1.27828 3.94948
H -4.73225 -0.61955 3.12341
H -5.76477 0.39439 4.14200
H -7.16475 -1.20752 5.38621
H -6.04655 -0.29366 6.44251
H -6.18024 -2.05576 6.59868
C 4.11039 -3.41143 -3.00919
O 3.15828 -2.93093 -3.94876
C 3.61799 -3.05278 -5.29468
C 2.98518 -4.25454 -5.98847
O 3.43065 -5.48046 -5.41155
C 2.46850 -6.04396 -4.52933
H 3.61377 -3.51387 -2.04291
H 4.51368 -4.38472 -3.29886
H 4.92761 -2.69002 -2.90895
H 4.71167 -3.10995 -5.33015
H 3.31241 -2.14200 -5.82015
H 3.30254 -4.26207 -7.03510
H 1.89174 -4.18779 -5.96916
H 1.64883 -6.48292 -5.10732
H 2.07147 -5.30266 -3.83191
H 2.95462 -6.83530 -3.95554
*
```